Entry 1:
Density functional theory data (wB97M-V/def2-TZVPD) for 12 unconnected molecules or ions with the total composition C77H127N13O11 at a distorted geometry.

**E**: -4546.969609 a.u.
**Multiplicity**: 1
**Charge**: +6
**Kohn-Sham gap**: 2.57 eV
**LUMO energy**: -13.69 eV

The geometry in XYZ format:
```
228
Properties=species:S:1:pos:R:3:forces:R:3
C 4.736936 3.872991 -1.322075 -1.22 -0.11 0.92
C 4.776768 3.576973 -2.852660 2.08 -1.29 2.87
C 6.248868 3.338563 -3.213451 2.13 0.34 -2.25
C 6.566814 2.799591 -4.648217 -1.32 -0.25 0.76
C 5.906402 1.450613 -4.709536 0.64 -0.56 -1.04
C 4.374662 1.441877 -4.424376 1.51 -0.36 -0.33
N 4.171993 2.216866 -3.090851 -7.78 -3.29 2.27
O 3.092715 1.724863 -2.346681 7.01 3.41 -4.19
C 3.987414 -0.051932 -4.271684 -0.72 0.89 -0.06
C 3.608098 2.244006 -5.592128 0.02 -0.79 1.01
C 4.144950 4.650654 -3.661029 -1.38 0.96 -1.74
H 5.204287 4.802891 -0.998082 0.30 0.07 -0.80
H 5.093414 3.121284 -0.617842 0.81 -0.54 -0.88
H 3.728330 3.946134 -0.915314 -0.57 0.31 -0.60
H 6.792396 2.623536 -2.595865 -0.51 0.34 0.79
H 6.781156 4.288096 -3.269659 -0.23 0.30 1.03
H 7.627233 2.610138 -4.814763 0.07 0.51 0.33
H 6.216390 3.469067 -5.433777 0.07 0.06 -0.04
H 6.508861 0.739537 -4.144269 -0.63 0.11 1.27
H 6.172366 0.973154 -5.652614 -1.04 0.23 -0.79
H 4.274351 -0.585042 -5.178090 0.35 0.27 -0.06
H 2.912310 -0.213321 -4.192988 -0.09 0.20 0.24
H 4.476665 -0.496590 -3.405082 0.04 0.17 0.10
H 3.322257 1.527560 -6.362248 0.23 -0.25 0.10
H 4.201875 3.016098 -6.081413 0.05 -0.14 0.34
H 2.680661 2.669392 -5.208709 0.02 0.13 0.06
H 3.060156 4.578522 -3.739240 -0.15 -0.25 0.36
H 4.463048 4.680359 -4.703156 0.31 -0.23 0.11
H 4.311218 5.668572 -3.308463 0.46 -0.31 0.58
C 0.122946 -5.272936 -2.728860 -0.34 1.54 -0.04
C 1.416881 -5.942081 -2.342510 -0.18 -1.95 0.64
C 1.949960 -6.881570 -3.475823 0.87 0.80 1.05
C 2.672187 -6.186082 -4.578282 0.21 0.76 -0.81
C 3.807010 -5.371145 -3.994514 0.11 -0.66 0.48
C 3.451089 -4.285801 -2.979232 0.74 0.74 -0.18
N 2.443161 -4.810168 -1.996645 -2.53 3.19 6.08
O 2.260436 -4.157056 -0.789056 1.28 -4.36 -7.85
C 2.867016 -3.047192 -3.709762 -1.10 0.88 0.29
C 4.709818 -3.882270 -2.176363 -0.63 -0.22 0.84
C 1.099120 -6.838997 -1.078353 1.14 1.07 -0.20
H 0.275943 -4.560813 -3.539766 -0.31 0.11 0.07
H -0.248333 -4.775172 -1.833040 -0.12 0.41 -0.16
H -0.672245 -5.949973 -3.040940 0.48 -0.42 -0.05
H 1.191047 -7.536546 -3.903794 -0.25 0.07 0.63
H 2.751424 -7.447501 -3.000976 -0.36 -0.70 0.12
H 2.025999 -5.589699 -5.222388 -0.08 -0.09 -0.15
H 3.130743 -6.991724 -5.151654 -0.10 0.25 -0.47
H 4.465244 -4.897006 -4.722542 -0.11 -0.07 -0.09
H 4.396776 -6.116655 -3.461137 0.46 0.11 0.04
H 2.697488 -2.189244 -3.059172 0.09 -0.28 0.65
H 1.906583 -3.202674 -4.201184 0.03 -0.49 -0.05
H 3.521863 -2.618375 -4.468311 0.47 -0.85 0.04
H 5.249243 -4.804910 -1.962257 0.40 0.19 -0.16
H 4.395876 -3.469483 -1.217646 0.02 0.30 -0.15
H 5.326226 -3.113286 -2.642000 -0.11 -0.33 -0.32
H 0.187434 -7.400749 -1.281742 0.31 -0.14 -0.13
H 0.952774 -6.255484 -0.169395 -0.21 0.25 -0.17
H 1.968500 -7.464609 -0.876195 -0.28 -0.38 -0.10
C -2.552894 -2.233521 0.905498 -0.11 0.56 -0.90
C -1.694828 -1.626967 2.052042 -0.74 -0.59 1.86
C -0.652256 -2.646166 2.515149 1.60 0.78 -1.34
C 0.442896 -2.902987 1.450470 -0.81 -0.87 1.32
C 1.119066 -1.637690 1.009583 0.23 0.40 -0.47
C 0.184374 -0.445549 0.592792 2.34 0.06 -1.15
N -0.942374 -0.343362 1.578965 -3.69 6.46 -1.61
O -1.575003 0.907407 1.638098 3.66 -7.82 -0.19
C -0.372207 -0.648959 -0.891150 -1.18 -0.80 0.54
C 1.080762 0.883481 0.515993 -1.49 -0.87 0.63
C -2.463768 -1.235830 3.353106 0.07 1.39 -1.26
H -1.999911 -2.876460 0.220710 0.54 0.25 0.14
H -3.026081 -1.488123 0.266303 0.00 0.20 0.10
H -3.372218 -2.890993 1.196258 -0.01 0.35 1.07
H -1.068329 -3.621386 2.767997 -0.49 0.56 0.21
H -0.156488 -2.156199 3.353159 0.04 -0.39 0.39
H 0.074228 -3.584694 0.684020 -0.21 0.51 -0.56
H 1.119077 -3.571167 1.983779 0.48 0.27 -0.21
H 1.818525 -1.849510 0.200890 -0.18 0.30 -0.40
H 1.813509 -1.267171 1.763614 -0.31 0.09 0.45
H -1.077742 0.141285 -1.147729 0.18 0.22 0.00
H -0.943621 -1.557532 -1.081105 -0.33 -0.06 0.74
H 0.358175 -0.810782 -1.683906 0.89 0.79 0.63
H 0.412077 1.671378 0.169302 0.09 0.28 0.24
H 1.923672 0.838085 -0.173606 -0.18 -0.77 -0.04
H 1.463800 1.071421 1.519017 -0.13 0.11 -0.07
H -3.064902 -2.054390 3.748948 0.09 0.07 -0.21
H -3.089122 -0.370198 3.134678 -0.64 -0.43 0.00
H -1.740842 -0.826462 4.058733 0.23 -0.48 0.19
C -6.702279 6.621918 -8.865406 -0.01 0.14 0.55
N -5.777901 5.630313 -8.259133 0.92 -1.40 0.27
C -4.570837 6.039846 -7.722269 -1.56 -1.58 -1.14
C -3.704611 5.079560 -7.216776 0.37 0.91 0.35
C -3.979793 3.711824 -7.207985 -0.58 1.43 -0.45
C -5.227579 3.360986 -7.713983 -0.80 -0.26 -0.22
C -6.153038 4.300986 -8.238410 2.18 1.13 1.02
C -3.006475 2.762874 -6.602580 -0.38 -0.13 0.18
C -3.427703 1.843903 -5.656662 0.44 0.23 0.79
C -2.503265 1.036404 -5.012798 -0.64 0.35 -0.12
N -1.172279 1.092852 -5.286295 -2.12 -1.53 0.73
C -0.764422 1.947077 -6.206130 0.53 1.28 0.08
C -1.648910 2.823813 -6.834940 0.49 -0.20 -0.81
C -0.299951 0.082796 -4.549282 -0.39 1.56 -0.54
H -6.988113 6.346490 -9.880561 0.20 -0.11 0.11
H -6.193387 7.585725 -8.850838 -0.26 -0.07 -0.12
H -7.575565 6.637059 -8.213293 -0.09 0.26 -0.21
H -4.394492 7.099073 -7.837743 0.32 -0.03 0.35
H -2.805701 5.440353 -6.739078 0.19 0.11 -0.17
H -5.448510 2.305312 -7.657753 -0.61 -0.04 -0.36
H -7.162718 4.118435 -8.575481 0.10 -0.41 -0.16
H -4.423841 1.939396 -5.250465 -0.23 -0.63 -0.20
H -2.872733 0.388595 -4.231625 0.46 -0.78 0.32
H 0.309793 2.051130 -6.246714 0.07 -0.08 -0.67
H -1.320065 3.521405 -7.591000 0.54 -0.01 0.09
H -0.514630 0.245401 -3.493074 0.20 -0.15 -0.10
H 0.705402 0.397359 -4.829324 0.12 -0.56 0.25
H -0.608377 -0.924571 -4.828883 0.02 -0.06 -0.09
C -5.338714 0.911213 -0.693604 0.43 -0.39 0.08
N -4.404140 1.927504 -0.208913 1.19 1.58 -0.03
C -4.488570 2.439490 1.033759 -1.01 -0.84 0.07
C -3.806851 3.563048 1.422779 1.40 1.22 -0.17
C -2.895966 4.208478 0.552297 -1.36 -1.31 -0.54
C -2.800233 3.637838 -0.725029 -0.29 -0.56 0.12
C -3.559763 2.484514 -1.070134 0.89 1.74 0.03
C -2.125911 5.410754 0.984646 0.65 0.31 0.33
C -0.741181 5.311608 1.136803 0.07 -0.49 -0.80
C 0.003391 6.364825 1.607889 0.13 0.32 -0.63
N -0.579295 7.537197 1.835501 0.46 0.49 1.79
C -1.901004 7.707984 1.699205 0.38 -0.17 0.42
C -2.684400 6.648070 1.314613 -0.85 -0.20 -0.06
C 0.289882 8.691931 2.294833 -0.59 0.25 -1.19
H -4.793104 0.321315 -1.430112 -0.13 -0.27 0.01
H -6.152178 1.457103 -1.171505 -0.27 -0.34 0.29
H -5.580644 0.317589 0.187974 -0.62 -0.28 -0.05
H -5.191310 1.846121 1.599861 -0.14 0.14 0.92
H -3.861503 4.050153 2.385141 -0.63 -0.66 0.38
H -2.172621 4.144993 -1.442857 0.04 -0.35 -0.33
H -3.585674 2.054122 -2.060338 0.30 0.06 -0.07
H -0.223537 4.442885 0.757636 0.06 -0.27 0.45
H 1.078441 6.411264 1.700154 0.03 -0.59 0.07
H -2.277048 8.679431 1.984328 -0.19 0.03 -0.16
H -3.750025 6.822716 1.296215 -0.13 -0.10 -0.17
H -0.093802 9.271948 3.134165 -0.53 -0.38 -0.13
H 0.226394 9.262694 1.368392 0.76 0.76 0.42
H 1.308940 8.404201 2.553359 -0.23 -0.37 -0.36
C 7.823401 -3.722592 1.537508 -0.41 0.86 0.06
C 6.645661 -2.803358 0.972921 1.23 -1.37 -0.56
N 5.431519 -2.774402 1.777386 -1.43 1.41 3.31
C 4.326152 -3.625041 1.743575 1.00 -0.05 0.42
C 3.532550 -3.396698 2.835748 0.99 1.43 -0.25
N 4.064090 -2.260951 3.466462 3.18 0.15 -0.76
C 5.256966 -1.921311 2.872218 -1.63 -3.18 -2.02
C 3.559563 -1.410084 4.543090 -1.85 -0.43 -0.34
H 8.731634 -3.736415 0.935006 -0.27 0.69 -0.55
H 7.666412 -4.795482 1.648725 -0.86 0.16 0.25
H 8.149477 -3.274881 2.476292 -0.10 -0.30 0.23
H 6.311952 -3.152079 -0.004382 0.24 0.17 -0.07
H 6.994948 -1.775287 0.877058 -0.02 -0.10 -0.09
H 4.260529 -4.384894 0.978900 0.00 0.02 0.23
H 2.707832 -3.957782 3.249788 0.04 0.33 -0.16
H 6.002618 -1.209326 3.193932 -0.34 0.17 0.04
H 3.162724 -0.512875 4.068066 0.39 0.34 0.31
H 4.249221 -1.224657 5.366565 0.03 -0.16 -0.34
H 2.641656 -1.899540 4.868615 0.19 0.01 0.58
C -1.758437 2.510827 11.611594 -0.04 -2.52 1.73
C -1.153147 3.541043 10.763856 -1.33 1.46 -0.48
N -1.236663 3.264211 9.298632 -0.29 -2.64 -1.39
C -0.680102 3.981069 8.285847 0.49 1.96 0.80
C -1.010913 3.466309 7.093065 0.40 -1.73 -0.92
N -1.592169 2.223537 7.336931 -1.54 1.07 3.33
C -1.794380 2.166062 8.695301 0.67 1.07 -0.13
C -1.932544 1.181037 6.373702 -0.04 0.26 -0.10
H -2.104991 2.871386 12.580104 0.62 0.61 0.06
H -1.014448 1.744835 11.830291 -0.13 -0.26 0.11
H -2.676621 1.978820 11.362598 -0.01 0.25 -1.03
H -0.134329 3.768023 11.077855 -0.02 -0.06 -0.42
H -1.799184 4.397707 10.955848 0.47 0.60 -0.53
H -0.051549 4.819438 8.547492 -0.27 0.19 -0.32
H -0.820912 3.751369 6.068835 0.35 0.09 0.31
H -2.367316 1.459644 9.277635 0.19 -0.31 -0.45
H -2.435747 1.651273 5.528859 0.69 0.03 -0.36
H -2.697052 0.473699 6.695117 0.29 0.11 0.78
H -0.972545 0.695252 6.199002 -0.31 -0.22 -0.82
C -2.303411 -5.286498 7.228213 -0.65 -0.44 -0.41
C -3.013667 -4.412445 6.186863 1.23 1.05 0.91
N -3.140266 -4.986480 4.857747 -1.54 -0.73 -2.71
C -2.081420 -5.441384 4.029690 -3.02 -0.55 -0.56
C -2.685189 -5.802498 2.806041 0.20 0.87 1.95
N -4.053572 -5.484931 2.866868 1.51 1.02 3.71
C -4.313677 -4.999850 4.132349 2.82 -0.58 -0.48
C -5.077798 -5.735649 1.907705 -1.07 -0.82 -0.94
H -2.354773 -4.829869 8.216626 0.03 0.16 -0.17
H -1.262870 -5.525067 7.008118 -0.06 0.12 -0.13
H -2.872964 -6.213808 7.289890 0.19 -0.18 0.15
H -2.449072 -3.499050 5.999661 0.18 0.19 0.28
H -3.953801 -4.056949 6.608633 -0.33 -0.45 -0.55
H -1.113388 -5.588156 4.485512 0.02 -0.03 -0.44
H -2.224677 -6.271657 1.949176 -0.24 0.08 0.02
H -5.239468 -4.625345 4.543502 -0.22 -0.06 -0.42
H -5.085437 -6.808877 1.717374 0.08 0.05 -0.39
H -4.945035 -5.155026 0.994834 0.11 -0.10 0.09
H -6.067654 -5.519292 2.309555 0.24 0.38 0.17
C 0.731831 2.859618 3.517183 1.62 -0.30 0.37
C 1.144093 1.578293 4.317077 -0.89 1.80 1.89
O 1.704401 1.697330 5.418208 0.58 0.65 -0.54
O 0.597046 0.527663 3.974251 -0.93 -2.83 -2.04
H 1.368794 3.655469 3.903194 -0.34 0.31 0.14
H -0.329651 3.034782 3.692379 0.00 0.05 -0.19
H 0.992213 2.765849 2.462907 -0.48 -0.07 -0.07
C -7.570601 -1.443527 1.007987 -0.34 0.63 0.60
C -6.613822 -1.535252 2.202448 1.62 1.56 -0.79
O -5.788188 -0.562494 2.441415 -0.66 0.30 -1.11
O -6.570857 -2.581787 2.806502 -0.04 -2.50 1.26
H -8.543490 -1.882513 1.229044 0.07 0.02 0.25
H -7.210719 -2.006868 0.147044 0.33 0.23 -0.06
H -7.715674 -0.380317 0.816552 -0.12 -0.07 -0.54
C -3.462587 -3.688200 -2.197560 0.73 0.83 0.11
C -2.859443 -2.489760 -3.013445 0.30 -0.49 -2.40
O -2.246644 -2.804254 -4.092467 -0.34 0.01 1.82
O -3.038368 -1.283548 -2.693898 -0.27 0.56 1.10
H -3.906407 -3.459127 -1.228729 -0.28 0.58 -0.19
H -2.613691 -4.318496 -1.932578 -0.04 -0.44 -0.40
H -4.195817 -4.220908 -2.803109 0.28 -0.06 -0.04
C 4.707400 0.949221 1.138036 0.28 -0.24 0.60
C 4.908805 0.134906 -0.139357 -0.36 0.85 1.43
O 5.846898 0.548059 -0.796217 1.91 0.61 -2.30
O 4.112347 -0.769817 -0.423713 -1.27 -1.23 -0.33
H 4.036833 1.766730 0.873216 -0.39 -0.09 0.43
H 5.634399 1.408421 1.481425 0.12 0.02 -0.31
H 4.383211 0.325958 1.971427 -0.75 0.23 -0.04
```
Positions in Å, forces in eV/Å.


Entry 2:
Density functional theory data (wB97M-V/def2-TZVPD) for a molecular structure, C25H23BrF6N3O6PSTl.

**E**: -5667.657443 a.u.
**Energy above the lowest of the compared OMol25 structures with the same formula, charge and spin**: 35.7 kcal/mol
**⟨S²⟩**: 0.756
**Multiplicity**: 2
**Charge**: -2
**Kohn-Sham gap (spin up / spin down)**: 6.49 / 6.52 eV
**LUMO energy (spin up / spin down)**: 3.74 / 3.60 eV

The geometry in XYZ format:
```
67
Properties=species:S:1:pos:R:3:forces:R:3
Tl -0.683575 -0.148868 -0.938719 -0.04 0.20 -0.21
O -2.368638 5.636174 -0.483882 -0.01 -0.01 -0.04
C -2.742386 5.088943 -1.703835 0.07 0.04 0.09
C -3.401637 5.907821 -2.617810 0.02 0.00 -0.01
C -3.779950 5.420094 -3.855989 -0.02 -0.03 0.00
C -3.491648 4.102610 -4.181086 -0.02 0.03 0.00
C -2.854217 3.295799 -3.254784 0.02 0.00 0.06
C -2.470476 3.754773 -1.993439 -0.05 -0.14 -0.08
C -1.791254 2.671965 -1.125217 -0.12 0.28 0.15
O -2.443573 1.504896 -1.186082 0.15 -0.13 -0.04
N -1.665259 3.159709 0.287692 0.13 0.07 0.00
N -1.059052 2.336880 1.102643 -0.07 -0.02 -0.05
C -1.232674 2.435809 2.373711 0.12 -0.01 0.13
C -0.617484 1.503682 3.301985 -0.08 0.07 -0.05
Br 0.305796 0.039203 2.535740 0.02 -0.10 -0.02
C -0.723610 1.518754 4.640701 -0.05 0.11 0.12
C -1.375320 2.565843 5.447819 0.00 -0.08 -0.12
C -1.222540 3.928570 5.182887 0.02 0.05 0.03
C -1.883014 4.882475 5.943149 0.01 -0.02 -0.01
C -2.710725 4.498749 6.989138 0.00 -0.01 0.01
C -2.838997 3.149122 7.291499 0.02 0.01 0.01
C -2.169721 2.198714 6.537443 -0.02 0.00 0.02
H -2.582948 6.572589 -0.516133 -0.01 0.01 0.01
H -3.607560 6.940994 -2.348309 -0.02 -0.01 0.01
H -4.300661 6.065512 -4.553807 0.04 0.01 -0.02
H -3.756130 3.701337 -5.150556 0.01 0.00 0.00
H -2.625121 2.265748 -3.489264 -0.01 -0.01 -0.02
H -0.735785 2.628165 -1.467329 0.01 -0.04 -0.02
H -2.397878 3.750893 0.664680 -0.05 -0.06 0.02
H -1.893480 3.197392 2.790387 -0.05 -0.04 0.00
H -0.356212 0.658293 5.186071 0.04 0.01 0.01
H -0.565076 4.237589 4.380693 -0.02 0.00 -0.01
H -1.743364 5.933032 5.719129 -0.03 0.00 -0.02
H -3.247932 5.242625 7.564188 0.03 0.00 0.03
H -3.468311 2.834573 8.115448 0.00 0.00 0.00
H -2.275794 1.146573 6.775138 -0.02 0.00 -0.01
C -3.304151 -4.208470 3.688002 0.07 0.07 0.05
C -2.689168 -3.970501 2.334516 -0.03 -0.07 -0.03
C -3.189666 -2.993232 1.486111 0.01 0.06 -0.01
C -2.657166 -2.807014 0.216409 0.04 0.06 0.05
C -1.602518 -3.597508 -0.208089 -0.21 -0.25 0.09
C -1.076087 -4.567518 0.637495 0.03 0.08 0.00
C -1.613461 -4.742713 1.898146 0.00 0.02 0.03
S -1.070725 -3.510300 -1.901859 0.27 -0.08 -0.09
O -1.028562 -4.884945 -2.355185 -0.03 -0.04 -0.02
O -1.971898 -2.589049 -2.544475 -0.03 -0.02 -0.04
N 0.395140 -2.833614 -1.918368 -0.09 0.06 0.31
C 1.432697 -3.551865 -1.424261 -0.24 -0.13 -0.64
C 1.849033 -3.265973 0.361114 0.24 -0.06 0.39
O 2.769424 -4.019190 0.608541 -0.08 -0.01 -0.08
O 1.159637 -2.429892 0.891043 -0.03 0.07 -0.14
H -4.348078 -3.893857 3.704363 0.00 0.01 0.00
H -2.777421 -3.648497 4.464895 0.01 0.00 0.00
H -3.261029 -5.265037 3.956477 0.00 0.00 0.01
H -4.014749 -2.369670 1.811983 -0.02 -0.02 -0.01
H -3.076235 -2.069370 -0.455900 -0.01 -0.02 -0.02
H -0.250404 -5.183501 0.307519 -0.04 -0.04 -0.03
H -1.195419 -5.496899 2.555902 -0.02 -0.02 -0.01
H 2.390023 -3.218496 -1.821180 0.04 0.05 0.15
H 1.326544 -4.639299 -1.420679 0.09 -0.01 0.13
F 0.326013 1.028394 -3.286642 0.00 0.02 -0.10
P 0.355244 1.201456 -4.923735 0.00 0.00 0.16
F 1.957770 1.442146 -4.853844 -0.01 0.00 -0.01
F 0.594988 -0.381474 -5.082876 0.00 0.01 -0.02
F 0.385895 1.390149 -6.531974 0.00 0.00 -0.05
F -1.248320 0.971966 -4.967929 0.06 0.00 -0.01
F 0.116351 2.792641 -4.734815 -0.01 0.04 -0.01
```
Positions in Å, forces in eV/Å.